[1]
A cluster of 13 separate species, C4H32N2O14 in total. Source: the Open Molecules 2025 dataset; level of theory: wB97M-V/def2-TZVPD.

Structure (XYZ):
```
52
Properties=species:S:1:pos:R:3:forces:R:3:lowdin_charge:R:1
O 1.3350 -0.7009 2.9162 0.94 -1.01 -0.95 0.125
C 0.1922 -0.4067 2.7697 -1.18 2.62 2.71 -0.376
N -0.2342 0.8514 3.4533 0.38 -4.30 -1.55 0.132
C -1.5229 0.8857 3.8225 -1.37 1.97 -0.47 -0.348
O -2.1296 1.9466 3.9138 0.02 -1.22 0.61 0.033
C -0.8623 -1.0373 1.9082 -0.61 2.31 -3.31 -0.299
C -0.6038 -2.4057 1.4312 -1.15 -3.41 1.88 -0.058
N -0.7030 0.0164 0.7371 0.64 -1.54 1.28 0.050
H 0.4973 1.4839 3.6422 0.45 1.10 0.31 0.140
H -1.9705 -0.1427 3.8767 -0.05 1.04 0.38 0.143
H -1.9545 -0.9680 2.1280 1.26 0.30 0.70 0.144
H -0.1180 -2.5961 0.4987 0.21 0.67 -0.16 0.025
H -0.0115 -2.9482 2.1913 0.09 0.19 -0.26 0.099
H -1.5669 -3.0498 1.4548 1.37 1.21 -0.44 0.125
H 0.1701 -0.2559 0.1594 -2.73 0.54 0.48 0.097
H -1.6206 0.1290 0.2939 0.91 -0.76 -0.78 0.070
H 2.9043 2.9807 1.7970 -0.45 1.67 -0.17 0.047
H 1.5457 3.6716 1.4505 2.11 0.66 0.55 0.048
O 2.5169 3.8999 1.6849 -1.85 -2.44 -0.44 -0.110
H -2.9156 0.1469 -2.6646 0.32 0.37 -0.91 0.023
H -2.5320 -1.1863 -2.0263 0.93 -0.91 -0.56 -0.028
O -2.9681 -0.3729 -1.8803 -1.14 0.81 1.75 -0.017
H -1.0263 2.8135 -2.7837 -1.02 -0.20 0.40 0.013
H -0.2483 3.5328 -1.5989 -0.76 0.09 0.97 0.002
O -0.2234 3.2025 -2.4812 1.76 0.01 -1.24 -0.031
H -2.9277 2.1501 0.6709 0.05 -0.28 0.36 -0.013
H -3.1613 3.6210 0.5447 0.42 1.02 0.44 0.023
O -3.4185 2.7944 0.1766 -1.00 -0.70 -0.93 -0.030
H -1.0386 -0.8823 -4.2056 0.22 0.04 0.97 0.037
H -0.3621 0.3481 -4.6436 0.44 0.71 -0.07 0.054
O -0.5667 -0.1077 -3.8277 -0.62 -0.42 -0.91 -0.065
H -1.1128 1.8924 0.6677 1.65 1.05 0.00 0.010
H -0.9164 2.7957 1.7961 -0.11 0.52 1.45 -0.002
O -0.6621 2.7597 0.8885 -0.50 -0.77 -1.11 -0.084
H 2.8313 -1.2336 1.4218 0.10 0.77 0.28 0.036
H 3.7033 0.0721 1.1464 -0.48 1.48 0.10 0.014
O 3.6867 -0.8633 1.1612 0.57 -2.08 -0.01 -0.039
H 0.4320 -0.2135 -2.1109 1.10 -1.95 1.15 0.089
H 1.5886 -1.0718 -1.2505 2.03 0.11 -0.20 -0.024
O 0.6903 -0.9983 -1.5017 -2.75 1.24 -1.33 -0.086
H -0.3233 -3.1430 -1.1175 -0.82 0.61 -0.10 -0.028
H 0.6734 -4.1114 -0.9796 -0.89 -0.99 -0.04 0.079
O -0.3169 -4.1000 -1.0357 1.94 0.34 -0.30 -0.067
H -0.9091 -2.7912 -2.9128 1.19 -0.68 1.22 -0.002
H -2.4647 -2.7857 -3.0311 -0.06 -0.53 0.24 0.058
O -1.6345 -2.6039 -3.4659 -1.25 0.78 -1.74 -0.014
H 3.9828 -1.9159 -0.2955 -1.62 -0.35 -2.01 0.071
H 3.7843 -2.3134 -1.9134 -0.40 0.20 1.52 0.069
O 3.3175 -2.1785 -1.0472 1.69 0.22 0.15 -0.134
H 3.2436 1.0430 -0.9426 -1.27 -0.69 -0.63 0.011
H 2.6120 2.4633 -0.3511 -1.75 0.22 -0.32 -0.001
O 3.3188 1.8838 -0.5359 3.03 0.36 1.01 -0.010
```
Positions in Å, forces in eV/Å.

The value obtained for the calculated total energy is -1334.39648 Eh. As for the highest occupied orbital energy: -10.016 eV. The charge is 0. For the lowest unoccupied orbital energy, the calculation gives -0.1 eV.



[2]
A cluster of 10 separate species, C41H55F5O27P in total. Source: the Open Molecules 2025 dataset; level of theory: wB97M-V/def2-TZVPD.

Structure (XYZ):
```
129
Properties=species:S:1:pos:R:3:forces:R:3:lowdin_charge:R:1
F -7.9638 -0.3382 -3.5236 -0.26 0.40 0.82 0.200
C -7.5074 -1.0435 -4.5382 0.67 0.08 -0.41 -0.612
F -7.6028 -0.3210 -5.6322 -0.06 0.38 -0.59 0.211
F -8.2569 -2.1249 -4.6808 -0.39 -0.59 -0.10 0.173
C -6.0462 -1.4625 -4.3030 -0.24 -0.12 0.40 -0.456
F -5.6903 -2.2283 -5.3502 0.10 -0.19 -0.33 0.138
F -5.2917 -0.3394 -4.3466 0.35 0.28 -0.02 0.120
C -5.8425 -2.1849 -2.9829 -0.15 -0.15 -0.38 -0.061
C -4.7457 -3.2553 -3.0331 -0.05 0.08 0.59 -0.201
C -3.8297 -3.2460 -1.7944 -0.10 -0.29 -0.46 -0.301
P -2.5081 -2.0125 -1.8814 0.02 -0.24 0.45 1.099
C -2.5280 -0.7774 -0.6014 -0.06 0.42 -0.19 -0.335
C -3.8316 0.0266 -0.4402 0.15 0.22 0.28 -0.211
C -3.5488 1.5218 -0.2854 -0.29 -0.05 -0.19 -0.141
C -2.8351 2.1913 -1.4319 0.50 0.40 -0.42 -0.213
C -2.2003 3.4285 -1.2282 -0.36 -0.57 -0.38 -0.045
C -1.5352 4.0666 -2.2672 -0.41 -0.11 -0.68 -0.101
C -1.4753 3.4992 -3.5437 -0.41 -0.45 0.46 -0.053
C -2.1127 2.2752 -3.7635 0.12 0.38 0.39 -0.061
C -2.7853 1.6442 -2.7204 0.03 0.19 0.28 -0.057
H -6.7866 -2.6587 -2.7261 -0.06 -0.06 0.17 0.130
H -5.6612 -1.4216 -2.2339 0.01 0.06 0.10 0.106
H -5.2265 -4.2274 -3.0344 -0.01 -0.15 -0.19 0.126
H -4.1478 -3.1968 -3.9368 0.03 0.04 -0.14 0.109
H -4.3922 -3.1511 -0.8691 0.00 0.23 0.15 0.112
H -3.3425 -4.2178 -1.7463 0.22 -0.03 0.11 0.098
H -2.4893 -1.4830 -3.1730 -0.05 0.09 0.00 0.044
H -1.3019 -2.7036 -1.7617 0.06 0.04 -0.12 0.044
H -2.2850 -1.2971 0.3253 -0.04 -0.17 0.03 0.060
H -1.7147 -0.0810 -0.8075 0.23 -0.11 -0.14 0.095
H -4.5544 -0.1206 -1.2390 0.04 -0.09 -0.17 0.082
H -4.3009 -0.2988 0.4841 -0.19 -0.18 0.00 0.119
H -2.9912 1.6676 0.6374 0.11 0.11 0.08 0.114
H -4.5125 2.0149 -0.1578 -0.08 0.09 0.16 0.133
H -2.2360 3.8890 -0.2510 0.02 0.03 0.14 0.126
H -1.0681 5.0258 -2.0944 -0.03 0.10 -0.03 0.115
H -0.9657 3.9937 -4.3545 0.10 0.10 -0.03 0.109
H -2.0935 1.8151 -4.7395 0.00 0.00 -0.12 0.105
H -3.3104 0.7213 -2.9257 -0.05 -0.08 -0.06 0.069
C -1.2558 0.8108 3.4065 0.08 0.23 0.15 -0.077
C -1.1970 -0.1210 4.5966 0.16 0.16 0.14 -0.070
O -2.1127 -1.1662 4.2018 0.09 -0.02 0.01 0.089
C -2.1880 -1.1768 2.8717 -0.21 -0.02 0.16 -0.577
O -2.7471 -2.0154 2.2203 0.10 0.02 -0.07 0.122
O -1.5785 -0.1005 2.3342 -0.01 0.05 -0.06 0.036
H -0.3233 1.3250 3.2001 0.09 -0.10 -0.06 0.112
H -2.0579 1.5449 3.4957 -0.06 -0.06 -0.03 0.140
H -0.2081 -0.5549 4.7423 -0.02 -0.05 -0.04 0.146
H -1.5232 0.3428 5.5230 -0.14 -0.10 0.00 0.133
C -0.9882 -2.1398 9.0688 -0.03 -0.14 0.08 -0.100
C -2.3927 -1.6089 8.8809 -0.03 -0.04 0.00 -0.114
O -2.1764 -0.1880 8.8431 0.06 -0.04 -0.02 0.059
C -0.8968 0.0392 8.4696 -0.04 -0.06 -0.04 -0.591
O -0.4569 1.1030 8.1703 -0.02 0.01 -0.08 0.153
O -0.1925 -1.1154 8.4538 -0.02 0.00 0.01 0.056
H -0.8195 -3.0953 8.5816 0.08 0.07 -0.10 0.135
H -0.7073 -2.2166 10.1197 -0.01 0.03 0.00 0.137
H -2.8350 -1.9233 7.9347 0.01 0.00 0.00 0.133
H -3.0587 -1.8721 9.6926 -0.01 0.15 0.08 0.111
C 0.9231 3.7130 -0.3136 0.11 0.14 -0.11 -0.107
C 1.4942 2.3455 -0.6239 -0.02 0.08 -0.24 -0.097
O 2.1121 1.9812 0.6150 -0.05 0.01 0.04 0.066
C 1.5172 2.6814 1.6096 0.07 0.11 -0.05 -0.572
O 1.6871 2.4908 2.7710 -0.10 -0.12 -0.04 0.158
O 0.6933 3.6257 1.0991 -0.03 -0.07 0.03 0.064
H -0.0050 3.9250 -0.8383 0.49 -0.16 0.48 0.062
H 1.6362 4.5155 -0.5048 0.10 -0.02 0.04 0.145
H 0.7163 1.6134 -0.8558 -0.05 0.02 0.01 0.124
H 2.2242 2.3593 -1.4293 0.11 -0.05 0.10 0.130
C 5.0478 -0.2691 -3.8060 0.09 -0.28 0.04 -0.103
C 3.6341 -0.3714 -4.3356 -0.02 -0.10 -0.04 -0.112
O 3.1515 0.9720 -4.1869 0.06 -0.05 0.03 0.039
C 4.2270 1.8049 -4.1709 0.02 -0.01 0.02 -0.581
O 4.1549 2.9894 -4.2186 -0.05 0.04 0.05 0.160
O 5.3735 1.1001 -4.0829 -0.06 0.02 -0.01 0.060
H 5.7495 -0.9350 -4.2994 0.10 0.15 -0.02 0.119
H 5.1041 -0.4309 -2.7282 -0.01 0.02 0.00 0.138
H 3.6011 -0.6404 -5.3924 0.02 0.03 -0.01 0.134
H 3.0126 -1.0609 -3.7700 -0.07 0.11 0.05 0.128
C 9.2755 -0.2651 -5.2798 0.16 0.20 -0.06 -0.112
C 9.9583 -1.3332 -6.1100 0.05 0.07 -0.08 -0.103
O 9.6660 -2.5263 -5.3757 -0.05 0.03 -0.02 0.073
C 8.5618 -2.3134 -4.6334 0.06 -0.06 0.10 -0.583
O 7.9550 -3.1518 -4.0500 -0.11 0.02 -0.03 0.162
O 8.2120 -1.0016 -4.6594 -0.02 0.10 -0.11 0.025
H 8.8800 0.5552 -5.8744 -0.21 -0.09 0.03 0.134
H 9.9224 0.1303 -4.4995 0.04 -0.05 -0.01 0.110
H 9.5287 -1.4248 -7.1097 -0.02 -0.01 0.01 0.131
H 11.0327 -1.1952 -6.1924 0.02 -0.12 0.11 0.136
C -10.1590 -3.8869 -2.8315 -0.12 -0.06 -0.09 -0.117
C -11.3125 -3.1989 -2.1300 -0.01 0.09 -0.04 -0.109
O -11.5217 -4.0446 -0.9952 0.05 -0.01 -0.04 0.066
C -10.3711 -4.7089 -0.7325 -0.05 0.02 0.04 -0.568
O -10.1594 -5.3511 0.2398 0.03 0.00 0.00 0.176
O -9.4810 -4.5274 -1.7459 0.03 0.05 -0.03 0.045
H -9.4887 -3.2044 -3.3366 0.03 -0.03 0.12 0.097
H -10.4977 -4.6478 -3.5371 -0.02 -0.02 0.04 0.139
H -11.0514 -2.1992 -1.7769 0.02 -0.01 0.00 0.133
H -12.2145 -3.1408 -2.7326 -0.07 -0.11 0.10 0.135
C 8.6064 1.9980 -1.5552 -0.24 0.17 -0.06 -0.104
C 8.1518 1.0485 -0.4693 -0.02 0.08 0.11 -0.100
O 8.5511 -0.2268 -0.9922 0.01 0.02 0.01 0.068
C 9.5606 -0.0272 -1.8661 -0.06 -0.03 0.04 -0.573
O 10.2166 -0.8908 -2.3568 0.02 -0.01 0.00 0.164
O 9.7179 1.2905 -2.1239 -0.04 -0.01 -0.03 0.062
H 8.9200 2.9597 -1.1656 0.17 -0.11 -0.05 0.100
H 7.8506 2.1412 -2.3317 0.00 -0.10 0.00 0.130
H 8.6708 1.2206 0.4744 0.04 0.01 -0.03 0.136
H 7.0785 1.0667 -0.2987 -0.01 -0.15 -0.06 0.129
C -6.5774 -2.4321 11.2533 -0.10 0.07 0.05 -0.107
C -7.4091 -3.1883 10.2363 -0.12 0.01 0.07 -0.108
O -6.4262 -3.5642 9.2626 0.00 0.00 0.03 0.066
C -5.2187 -3.5864 9.8650 -0.03 -0.07 0.01 -0.579
O -4.2223 -4.0164 9.3770 0.00 0.01 -0.04 0.152
O -5.2895 -3.0433 11.1007 0.00 0.05 -0.01 0.058
H -6.9286 -2.5460 12.2747 0.12 -0.09 0.03 0.134
H -6.4908 -1.3706 11.0169 0.01 -0.01 -0.03 0.134
H -7.8551 -4.0938 10.6495 0.03 -0.01 0.01 0.135
H -8.1841 -2.5836 9.7741 0.08 -0.01 -0.13 0.133
C 11.5410 6.9278 -1.0312 0.08 0.11 -0.03 -0.109
C 12.2612 5.8536 -1.8219 0.06 0.09 -0.09 -0.109
O 11.9429 4.6703 -1.0800 -0.01 0.01 -0.02 0.070
C 10.8052 4.8929 -0.3907 0.06 -0.01 0.08 -0.567
O 10.1928 4.0533 0.1913 0.00 0.07 0.01 0.147
O 10.4542 6.1953 -0.4508 0.01 0.00 -0.01 0.066
H 11.1620 7.7396 -1.6453 -0.14 -0.05 0.03 0.133
H 12.1539 7.3379 -0.2275 0.01 -0.03 0.01 0.135
H 11.8701 5.7466 -2.8348 -0.02 0.00 0.01 0.133
H 13.3376 5.9924 -1.8646 0.01 -0.12 0.09 0.134
```
Positions in Å, forces in eV/Å.

The value obtained for the calculated total energy is -4467.35943 Eh. As for the highest occupied orbital energy: -11.883 eV. The charge is +1. For the lowest unoccupied orbital energy, the calculation gives -2.4 eV.



[3]
An isolated molecule of C5H10O2. Source: the Open Molecules 2025 dataset; level of theory: wB97M-V/def2-TZVPD.

Structure (XYZ):
```
17
Properties=species:S:1:pos:R:3:forces:R:3:lowdin_charge:R:1
C -2.2765 -0.5490 -0.0476 -0.05 -0.07 0.06 -0.062
C -0.8514 -0.2388 -0.5000 -0.03 -0.35 0.16 -0.459
O -0.9006 1.0539 -1.0585 0.13 0.16 0.01 -0.041
C 0.1042 -0.3793 0.6987 -0.16 0.14 0.17 -0.156
C 1.6201 -0.2274 0.5090 -0.03 -0.12 0.09 -0.150
C 2.1859 1.0146 -0.1154 -0.25 0.49 -0.14 -0.227
O 1.5852 2.0290 -0.4095 0.31 -0.67 0.23 0.048
H -2.3964 -1.5810 0.3015 0.06 0.12 -0.09 0.078
H -2.5472 0.1315 0.7691 0.04 -0.12 -0.12 0.085
H -2.9722 -0.3655 -0.8726 0.15 -0.08 0.11 0.081
H -0.5526 -0.9688 -1.2764 -0.01 0.16 0.11 0.142
H -0.1221 1.5552 -0.7737 -0.01 0.05 -0.12 0.040
H -0.2357 0.3140 1.4785 0.04 -0.01 -0.11 0.127
H -0.0535 -1.3896 1.0971 0.01 0.17 0.02 0.118
H 2.0384 -1.0886 -0.0282 -0.01 0.14 -0.07 0.121
H 2.1217 -0.2645 1.5005 -0.21 -0.06 -0.35 0.131
H 3.2777 0.9694 -0.2814 0.04 0.04 0.03 0.124
```
Positions in Å, forces in eV/Å.

The structure (SMILES) is C[C@@H](O)CCC=O. The value obtained for the calculated total energy is -346.97729 Eh. As for the highest occupied orbital energy: -9.839 eV. The charge is 0. For the lowest unoccupied orbital energy, the calculation gives 0.8 eV.



Molar mass for every record listed, in sequence, given in g mol⁻¹: 332.30, 1105.83, 102.13.
Largest force on an atom for every record listed, in sequence, given in hartree/bohr: 0.089, 0.018, 0.015.